1.
Molecular formula: CH3I2P
Method: DFT, ωB97M-V/def2-TZVPD

Properties
HOMO-LUMO gap (spin up / spin down) = 7.0 / 7.6 eV
Calculated total energy = -976.48675 a.u.

The geometry in XYZ format:
```
7
Properties=species:S:1:pos:R:3:forces:R:3:mulliken_charge:R:1
I -1.8867 1.9039 -0.3501 0.307 -0.695 -0.243 0.134
I -1.5587 -1.7490 -0.4708 0.077 0.749 -0.219 0.120
P 1.6813 0.3927 0.7923 -0.447 -1.089 0.395 -0.066
C -0.8400 0.1768 -0.9300 0.052 -0.193 0.683 -0.586
H 0.2579 0.2332 -0.7086 -0.826 0.175 -0.800 0.239
H 0.4424 -0.0205 1.4842 1.105 0.143 -0.408 0.075
H 1.9039 -0.9370 0.1829 -0.267 0.910 0.592 0.084
```
Positions in Å, forces in eV/Å.

2.
Molecular formula: CH3I2P
Method: DFT, ωB97M-V/def2-TZVPD

Properties
HOMO-LUMO gap = 8.8 eV
Calculated total energy = -976.59626 a.u.

The geometry in XYZ format:
```
7
Properties=species:S:1:pos:R:3:forces:R:3:mulliken_charge:R:1
I -2.8354 0.6880 0.4224 0.389 -0.047 0.142 -0.054
I 2.2376 -1.4065 -0.1604 -0.064 0.177 0.094 0.034
P -0.6582 -0.0568 1.3180 0.042 -3.275 -3.467 0.112
C 0.5205 -0.2224 -0.6575 -0.214 0.398 2.497 -0.854
H 0.9279 0.7370 -1.0652 -0.906 -0.860 0.470 0.353
H -0.1718 1.1303 1.4664 1.219 3.305 0.508 0.079
H -0.0207 -0.8697 -1.3237 -0.467 0.301 -0.244 0.330
```
Positions in Å, forces in eV/Å.

3.
Molecular formula: CH3I2P
Method: DFT, ωB97M-V/def2-TZVPD

Properties
HOMO-LUMO gap = 8.9 eV
Calculated total energy = -976.56883 a.u.

The geometry in XYZ format:
```
7
Properties=species:S:1:pos:R:3:forces:R:3:mulliken_charge:R:1
I 2.9158 0.5977 0.2143 0.356 0.039 0.050 0.089
I -3.2189 1.5894 -0.1075 1.238 0.570 0.595 -0.107
P 0.1521 -0.6093 -1.0280 0.226 0.915 -1.490 -0.059
C 1.3927 -0.7548 0.0408 -1.015 0.053 0.696 -0.415
H -1.8194 2.2597 0.5662 -1.216 -0.586 -0.594 0.110
H -0.5591 -1.6910 -0.5593 -0.563 -0.725 0.442 0.025
H 1.1368 -1.3917 0.8736 0.974 -0.266 0.301 0.357
```
Positions in Å, forces in eV/Å.

4.
Molecular formula: CH3I2PS2
Method: DFT, ωB97M-V/def2-TZVPD

Properties
HOMO-LUMO gap (spin up / spin down) = 6.5 / 6.5 eV
Calculated total energy = -1772.95282 a.u.

The geometry in XYZ format:
```
9
Properties=species:S:1:pos:R:3:forces:R:3:mulliken_charge:R:1
I -2.0036 -2.2823 -0.8196 0.040 0.151 0.134 0.031
I -3.3570 1.2749 -0.4028 0.074 -0.159 0.112 0.005
S -0.0551 0.7863 -1.1487 -0.208 -0.562 0.831 -0.042
S 0.0769 -0.1518 2.8705 -0.434 -0.017 -0.351 -0.113
P -1.4491 -0.1149 0.2021 0.633 0.404 -0.317 -0.005
C 1.4751 0.2463 -0.2932 -0.260 -1.980 -2.378 -0.404
H 1.9343 -0.6606 -0.7817 -0.276 1.274 -0.196 0.274
H 1.2653 -0.1769 0.6343 -0.536 0.013 1.973 -0.032
H 2.1132 1.0790 -0.2608 0.967 0.877 0.193 0.285
```
Positions in Å, forces in eV/Å.

5.
Molecular formula: CH3I3P
Method: DFT, ωB97M-V/def2-TZVPD

Properties
HOMO-LUMO gap = 6.9 eV
Net charge = +1
Calculated total energy = -1274.06909 a.u.

The geometry in XYZ format:
```
8
Properties=species:S:1:pos:R:3:forces:R:3:mulliken_charge:R:1
I -1.7406 -0.7973 -3.1636 -0.100 -0.092 1.617 0.268
I -3.7706 -0.0964 0.2386 0.539 -0.493 -0.210 0.290
I -1.3091 -3.8309 -0.4092 -0.577 2.617 -0.068 0.256
P -1.7712 -1.0429 -0.6612 0.011 -1.762 -1.101 -0.084
C -0.3205 -0.2154 0.0184 1.611 0.745 0.491 -0.665
H 0.3105 -0.0075 -0.8834 -0.700 0.617 0.595 0.295
H 0.3482 -0.9883 0.4541 -0.771 0.295 0.405 0.300
H -0.4519 0.6978 0.7523 -0.012 -1.927 -1.729 0.341
```
Positions in Å, forces in eV/Å.

6.
Molecular formula: CH3IN2O2
Method: DFT, ωB97M-V/def2-TZVPD

Properties
HOMO-LUMO gap = 8.6 eV
Calculated total energy = -597.39962 a.u.

The geometry in XYZ format:
```
9
Properties=species:S:1:pos:R:3:forces:R:3:mulliken_charge:R:1
I 1.0246 -1.2833 1.9160 -0.360 -0.769 0.460 0.532
O -0.0509 0.0872 1.4107 -0.301 0.905 -0.192 -0.664
O 3.2035 -0.5248 -0.7054 1.728 0.069 0.818 -0.448
N 0.9655 -0.0950 -1.2855 0.665 -0.279 0.637 -0.094
N 0.0324 0.7988 -1.8225 2.466 0.589 -0.727 -0.457
C 2.1327 -0.1345 -0.9295 -3.724 -0.259 -1.856 0.506
H -0.1820 -2.2011 2.5776 0.512 -0.117 -0.011 0.125
H 0.4902 1.6997 -1.7185 -1.128 0.188 -0.085 0.233
H -0.9157 0.7315 -1.5064 0.142 -0.327 0.956 0.266
```
Positions in Å, forces in eV/Å.

The lowest calculated total energy belongs to which entry? CH3I2PS2